Below is a 2-piece molecular cluster, C6H11Cl overall at a distorted geometry, with properties calculated with ωB97M-V with the def2-TZVPD basis set.

```
18
Properties=species:S:1:pos:R:3
C -1.338 0.244 -2.882
C -0.514 0.312 -1.653
C 0.593 1.409 -1.690
Cl 0.298 -1.373 -1.390
H -0.705 -0.287 -3.705
H -2.171 -0.510 -2.923
H -1.655 1.238 -3.263
H -1.098 0.471 -0.801
H 0.897 1.428 -2.654
H 1.478 1.267 -1.019
H -0.024 2.281 -1.544
C -1.579 -1.141 1.936
C -0.290 -1.350 1.960
C 0.954 -1.714 2.056
H -2.151 -2.012 1.997
H -2.104 -0.206 1.986
H 1.650 -1.835 1.213
H 1.325 -2.130 2.928
```

E_LUMO: 0.94 eV
ΔE to the lowest compared entry with this formula, charge and spin: 53.7 kcal/mol
SMILES string: CC(C)Cl.C=C=C
E_HOMO: -9.4 eV
frontier orbital gap: 10.4 eV


Below is a 6-piece molecular cluster, C6H11Cl13 overall, with properties calculated with ωB97M-V with the def2-TZVPD basis set.

```
30
Properties=species:S:1:pos:R:3
Cl -1.485 1.547 -0.580
C -1.653 0.088 0.372
Cl -0.203 -0.198 1.346
Cl -1.938 -1.292 -0.657
H -2.460 0.206 1.082
Cl 1.680 2.821 -2.111
C 1.898 2.114 -0.498
Cl 3.532 2.295 0.140
H 1.225 2.616 0.183
H 1.678 1.058 -0.593
Cl 4.309 -0.820 1.400
C 3.074 -0.998 2.640
Cl 3.758 -1.328 4.242
H 2.514 -0.072 2.716
H 2.420 -1.818 2.366
Cl 0.777 0.382 -5.054
C -0.600 0.223 -3.960
Cl -1.521 -1.257 -4.252
H -0.221 0.210 -2.944
H -1.253 1.077 -4.097
Cl 2.102 -2.172 -0.749
C 0.952 -3.151 -1.666
Cl 1.637 -4.707 -2.156
H 0.090 -3.341 -1.041
H 0.670 -2.612 -2.564
Cl -2.957 2.683 2.557
C -4.303 1.912 3.358
Cl -4.263 0.147 3.156
H -4.232 2.103 4.421
H -5.230 2.282 2.942
```

E_LUMO: 0.25 eV
ΔE to the lowest compared entry with this formula, charge and spin: 0.0 kcal/mol
SMILES string: ClC(Cl)Cl.ClCCl.ClCCl.ClCCl.ClCCl.ClCCl
E_HOMO: -10.7 eV
frontier orbital gap: 10.9 eV